Entry from the OMol25 dataset: the molecule C3H4N2O (ωB97M-V/def2-TZVPD).

CARTESIAN COORDINATES (ANGSTROEM)
O (2.0819, -0.0655, -0.0349)
C (0.7185, 0.0658, 0.0233)
C (-0.0323, 1.2086, -0.3267)
N (-1.3315, 0.9954, -0.1705)
N (-1.4145, -0.2607, 0.2792)
C (-0.2117, -0.8688, 0.4222)
H (2.2813, -0.6969, -0.7373)
H (0.3373, 2.1635, -0.6772)
H (-2.3247, -0.6641, 0.4245)
H (-0.1044, -1.8771, 0.7973)

Results
SMILES: Oc1cn[nH]c1
Energy relative to the best compared isomer or geometry (same formula, charge and spin) (eV): 1.3213
LUMO level (eV): 0.8194
Total charge: 0
Kohn-Sham gap (eV): 9.929
HOMO (eV): -9.1

***

Entry from the OMol25 dataset: a structure of composition C17H30Ca2F10N5O35S10 (ωB97M-V/def2-TZVPD).

CARTESIAN COORDINATES (ANGSTROEM)
Ca (-13.2904, -21.0889, -0.6910)
Ca (-10.2513, -29.0104, -0.6161)
N (-9.3615, -29.7682, -3.9608)
S (-7.7694, -29.9446, -4.5301)
O (-7.2300, -28.7403, -5.0734)
O (-7.1353, -31.2424, -4.7170)
F (-7.2242, -29.7706, -3.0397)
S (-9.8152, -30.0372, -5.4049)
O (-10.0096, -31.4409, -5.7427)
O (-9.5036, -29.0623, -6.4480)
F (-11.3435, -29.5950, -5.1600)
N (-12.7313, -23.9181, -2.8122)
S (-13.3128, -25.5562, -3.2329)
O (-12.8821, -26.6525, -2.4159)
O (-13.6022, -25.7819, -4.6080)
F (-14.8258, -25.4457, -2.7040)
S (-11.6671, -24.0026, -3.9479)
O (-11.9769, -23.4916, -5.2750)
O (-10.6973, -25.0921, -3.7678)
F (-10.9104, -22.7584, -3.2193)
N (-11.7392, -18.0249, -1.0607)
S (-10.0962, -17.7917, -0.3241)
O (-10.0046, -16.8135, 0.7436)
O (-8.9508, -18.1471, -1.1658)
F (-10.2428, -19.0581, 0.5941)
S (-11.2804, -17.1138, -2.2478)
O (-10.7388, -17.8455, -3.4378)
O (-10.9310, -15.7047, -2.0674)
F (-12.7621, -16.7450, -2.7350)
N (-16.1948, -19.9882, -2.5615)
S (-17.9632, -20.2975, -2.5808)
O (-18.4913, -21.6355, -2.4886)
O (-18.7851, -19.3048, -3.2609)
F (-18.0761, -19.6937, -1.0830)
S (-16.2794, -20.4099, -4.0907)
O (-16.7210, -19.3802, -5.0307)
O (-16.3816, -21.8109, -4.4694)
F (-14.6650, -20.2010, -4.1306)
N (-9.7354, -25.9495, 1.0539)
S (-8.5030, -25.0118, 1.3048)
O (-7.6049, -25.3091, 2.3939)
O (-8.5237, -23.6175, 0.7629)
F (-7.6647, -25.7066, 0.0625)
S (-10.6922, -24.9268, 2.0181)
O (-11.2845, -23.7245, 1.4361)
O (-10.4243, -24.9495, 3.4298)
F (-11.9321, -25.8781, 1.8245)
C (-5.3687, -23.4795, -4.1587)
C (-4.9744, -23.9434, -5.5151)
O (-4.8310, -22.7149, -6.2135)
C (-4.7259, -21.6999, -5.3222)
O (-4.3322, -20.5634, -5.6835)
O (-4.9074, -22.1367, -4.0530)
H (-4.8727, -24.1005, -3.4127)
H (-6.4487, -23.6253, -4.1773)
H (-5.7238, -24.5842, -5.9797)
H (-4.0151, -24.4591, -5.4708)
C (-14.8088, -24.2843, -9.5679)
C (-16.1792, -24.8611, -10.0471)
O (-16.2059, -24.6165, -11.4160)
C (-15.1383, -23.8887, -11.7915)
O (-15.0285, -23.3575, -12.9138)
O (-14.2048, -23.8197, -10.7533)
H (-14.2424, -25.1247, -9.1664)
H (-15.0669, -23.5187, -8.8363)
H (-16.9704, -24.3520, -9.4967)
H (-16.3030, -25.9096, -9.7759)
C (-19.4629, -26.5050, 0.8965)
O (-18.7110, -26.2232, 2.0657)
C (-19.2572, -26.4720, 3.2928)
O (-20.4379, -26.5657, 3.5396)
O (-18.2000, -26.5479, 4.0601)
C (-18.2674, -26.6509, 5.4221)
H (-19.7392, -27.5564, 0.8168)
H (-18.8034, -26.2708, 0.0608)
H (-20.4167, -25.9777, 0.9114)
H (-18.3310, -27.7108, 5.6682)
H (-19.0388, -25.9521, 5.7455)
H (-17.3891, -26.1667, 5.8492)
C (-16.6374, -32.9066, -0.2498)
C (-16.2450, -31.3660, -0.1635)
O (-16.1458, -30.8557, 1.0938)
C (-14.9398, -30.5426, 1.7012)
O (-13.7936, -30.3852, 1.2215)
O (-15.2937, -30.2992, 2.9593)
C (-14.3641, -29.7729, 3.8450)
H (-16.0041, -33.4745, 0.4318)
H (-16.4775, -33.2927, -1.2565)
H (-17.6794, -33.1338, -0.0248)
H (-16.8960, -30.7502, -0.7840)
H (-15.2472, -31.2751, -0.5928)
H (-14.9337, -29.5900, 4.7562)
H (-14.1335, -28.7869, 3.4417)
H (-13.4291, -30.2995, 4.0359)
C (-8.6826, -20.8351, -8.8657)
C (-9.7834, -19.9967, -9.5900)
O (-9.2693, -18.6678, -9.5637)
C (-8.6155, -18.1842, -10.6553)
O (-8.7780, -18.5830, -11.7832)
O (-7.7007, -17.2864, -10.3288)
C (-7.4038, -16.8467, -8.9695)
H (-8.9152, -21.8999, -8.8509)
H (-8.7129, -20.4620, -7.8420)
H (-7.8263, -20.7113, -9.5287)
H (-10.6823, -20.1196, -8.9860)
H (-10.0103, -20.2558, -10.6242)
H (-8.2932, -16.4858, -8.4530)
H (-6.6567, -16.0637, -8.8401)
H (-7.1008, -17.6983, -8.3603)

Results
LUMO level (eV): -4.0384
Total charge: -1
Kohn-Sham gap (eV): 4.242
HOMO (eV): -8.3

***

Entry from the OMol25 dataset: the molecule CH2N2S2 (ωB97M-V/def2-TZVPD).

CARTESIAN COORDINATES (ANGSTROEM)
C (1.3720, -0.5952, -0.1238)
N (-1.2898, -0.3119, 0.1292)
N (1.3037, -1.7389, -0.2274)
S (1.4489, 1.0781, 0.1872)
S (-0.7636, 1.0111, -0.3755)
H (-0.9332, -1.1715, -0.3306)
H (-1.1380, 1.7284, 0.7409)

Results
Energy relative to the best compared isomer or geometry (same formula, charge and spin) (eV): 2.5743
LUMO level (alpha / beta) (eV): 0.1585 / -2.9224
Total charge: 0
Kohn-Sham gap (alpha / beta) (eV): 7.067 / 6.867
HOMO (alpha / beta) (eV): -6.9 / -9.8
2S+1: 3

***

Entry from the OMol25 dataset: a cluster of 2 separate species, C2H2O2S in total (ωB97M-V/def2-TZVPD).

CARTESIAN COORDINATES (ANGSTROEM)
O (0.4937, -0.6303, -1.7847)
C (-0.3583, 0.0785, -2.1069)
S (-1.5187, 1.0625, -2.3181)
C (0.3522, -0.1771, 1.4713)
O (0.4086, 1.0039, 1.3312)
H (-0.5485, -0.6939, 1.1744)
H (1.1712, -0.6437, 2.2329)

Results
SMILES: O=C=S.C=O
Energy relative to the best compared isomer or geometry (same formula, charge and spin) (eV): 0.3164
LUMO level (eV): 0.6392
Total charge: 0
Kohn-Sham gap (eV): 10.782
HOMO (eV): -10.1

***

Entry from the OMol25 dataset: the molecule C15H30N2O (ωB97M-V/def2-TZVPD).

CARTESIAN COORDINATES (ANGSTROEM)
C (1.1124, 1.9643, -2.4884)
C (2.4870, 1.8795, -1.7197)
C (2.3380, 2.6924, -0.3851)
C (3.5258, 2.5064, -2.6665)
C (2.9239, 0.3762, -1.5383)
C (2.3892, -0.4708, -0.3433)
C (2.6143, -1.9324, -0.7145)
C (3.2243, -0.1967, 0.9749)
N (0.9901, -0.1788, -0.1901)
C (0.0975, -0.7149, 0.7402)
O (0.4048, -1.5930, 1.5375)
N (-1.1149, -0.0679, 0.9268)
C (-2.2847, -0.8355, 1.3942)
C (-3.3371, 0.0307, 2.1042)
C (-4.3448, -0.9139, 2.8263)
C (-4.9346, -1.9840, 1.8606)
C (-4.5167, -1.7936, 0.3885)
C (-2.9765, -1.6884, 0.2589)
H (0.9288, 2.9186, -2.9902)
H (0.9773, 1.1369, -3.2306)
H (0.3109, 1.9126, -1.7615)
H (3.2936, 2.6756, 0.1405)
H (1.5732, 2.2791, 0.2500)
H (2.0719, 3.7259, -0.6023)
H (4.4793, 2.6507, -2.1596)
H (3.7580, 1.8488, -3.5302)
H (3.2098, 3.4681, -3.0077)
H (2.6373, -0.1325, -2.4611)
H (4.0001, 0.3406, -1.4959)
H (2.0928, -2.1239, -1.6536)
H (2.2254, -2.6101, 0.0465)
H (3.6593, -2.1516, -0.8700)
H (3.0153, -0.9059, 1.7460)
H (4.2953, -0.2495, 0.7510)
H (3.0553, 0.7949, 1.4194)
H (0.7003, 0.7053, -0.5932)
H (-1.2932, 0.8197, 0.4536)
H (-1.9165, -1.5238, 2.1611)
H (-2.8464, 0.7104, 2.7742)
H (-3.8801, 0.6876, 1.3935)
H (-3.8601, -1.4338, 3.6464)
H (-5.1526, -0.3222, 3.2450)
H (-6.0259, -1.9251, 1.8981)
H (-4.6794, -2.9622, 2.1953)
H (-4.9398, -0.9025, -0.0363)
H (-4.9665, -2.5942, -0.2234)
H (-2.5803, -2.7137, 0.2200)
H (-2.7413, -1.2034, -0.6909)

Results
SMILES: CC(C)(C)CC(C)(C)NC(=O)NC1CCCCC1
Energy relative to the best compared isomer or geometry (same formula, charge and spin) (eV): 0.4254
LUMO level (eV): 0.6129
Total charge: 0
Kohn-Sham gap (eV): 9.682
HOMO (eV): -9.1

***

Entry from the OMol25 dataset: the molecule C4H7ClS3 (ωB97M-V/def2-TZVPD).

CARTESIAN COORDINATES (ANGSTROEM)
S (1.6000, 1.2334, -2.1361)
C (1.3386, 0.0641, -0.9974)
S (1.4071, -1.6045, -1.5032)
C (1.0762, 0.4105, 0.4342)
C (-0.3729, 0.7349, 0.8179)
Cl (-0.7753, 2.3865, 0.3439)
C (-1.4732, -0.2835, 0.5772)
S (-2.2007, -0.3183, -1.0954)
H (1.0185, -2.2173, -0.3713)
H (1.4355, -0.3965, 1.0957)
H (1.7180, 1.2585, 0.6326)
H (-0.2503, 0.7738, 1.8965)
H (-2.3076, -0.0416, 1.2173)
H (-1.1192, -1.2522, 0.8222)
H (-1.0947, -0.7479, -1.7343)

Results
SMILES: S=C(S)C[C@@H](Cl)CS
Energy relative to the best compared isomer or geometry (same formula, charge and spin) (eV): 0.0140
LUMO level (eV): -0.5297
Total charge: 0
Kohn-Sham gap (eV): 8.347
HOMO (eV): -8.9

***

Entry from the OMol25 dataset: a structure of composition C6H14Ag2FN2O2Pt (ωB97M-V/def2-TZVPD).

CARTESIAN COORDINATES (ANGSTROEM)
Ag (-1.9041, 1.9785, 1.5043)
Ag (2.3974, 3.7486, 1.2554)
Pt (0.1387, 3.8734, 3.6106)
F (0.3761, 2.3607, 2.0946)
C (1.2670, -3.8276, 1.2209)
O (2.4833, -4.0113, 1.1637)
N (0.7378, -2.6335, 1.4973)
C (-0.6066, -2.4920, 2.0513)
C (1.6302, -1.5103, 1.7718)
H (0.5256, -4.6398, 1.1388)
H (-0.9274, -1.4552, 2.2285)
H (-0.7329, -3.0702, 2.9644)
H (-1.3348, -2.7543, 1.2739)
H (1.0605, -0.5939, 1.6573)
H (2.0983, -1.5637, 2.7569)
H (2.4602, -1.4733, 1.0603)
C (-2.0868, 2.3122, -2.6202)
O (-2.7786, 2.2290, -3.6000)
N (-1.0121, 1.5209, -2.3541)
C (-0.0156, 1.9538, -1.3879)
C (-0.7028, 0.4390, -3.2769)
H (-2.2632, 3.1429, -1.9081)
H (0.1253, 1.1680, -0.6258)
H (-0.1499, 2.9359, -0.9391)
H (0.9394, 1.8755, -1.9180)
H (-1.0498, 0.7057, -4.2717)
H (0.3718, 0.3041, -3.4469)
H (-1.0469, -0.5232, -2.9010)

Results
Energy relative to the best compared isomer or geometry (same formula, charge and spin) (eV): 1.8543
LUMO level (alpha / beta) (eV): -12.9996 / -13.4867
Total charge: +3
Kohn-Sham gap (alpha / beta) (eV): 3.987 / 3.501
HOMO (alpha / beta) (eV): -17.0 / -17.0
2S+1: 3

***

Entry from the OMol25 dataset: the molecule C3H5P (ωB97M-V/def2-TZVPD).

CARTESIAN COORDINATES (ANGSTROEM)
C (0.5977, -1.1208, 0.0119)
P (1.7899, 0.1133, -0.0739)
C (0.0461, 0.9821, -0.0006)
C (-0.6553, -0.3661, 0.0888)
H (0.6010, -2.1299, -0.0947)
H (-0.0186, 1.6024, -0.9712)
H (0.0573, 1.8082, 0.6364)
H (-1.2958, -0.4975, -0.6878)
H (-1.1222, -0.3917, 1.0910)

Results
SMILES: C1=PCC1
Energy relative to the best compared isomer or geometry (same formula, charge and spin) (eV): 0.3676
LUMO level (eV): 0.5386
Total charge: 0
Kohn-Sham gap (eV): 9.502
HOMO (eV): -9.0

***

no.,strongest force on any atom (Eh/bohr)
1,0.008
2,0.198
3,0.110
4,0.068
5,0.042
6,0.031
7,0.049
8,0.086